(1)
Molecular formula: C36H48BN12O2Rb
Method: DFT, the ωB97M-V functional and the def2-TZVPD basis

Properties
- HOMO-LUMO gap (alpha / beta): 6.2 / 4.1 eV
- LUMO level (alpha / beta): -4.13 / -6.22 eV
- Expectation value of S²: 0.82
- HOMO (alpha / beta): -10.31 / -10.30 eV

The geometry in ORCA input format:
```
! wB97M-V def2-TZVPD RIJCOSX def2/J DEFGRID3
* xyz 1 2
Rb 0.330 -22.529 5.162
O -0.871 -23.770 8.155
O 4.565 -22.428 11.377
N 6.766 -21.679 5.666
N -2.444 -21.333 6.859
N -2.536 -18.658 5.448
N 3.166 -24.301 6.725
N 4.024 -21.781 4.206
N 3.845 -21.637 6.726
N 2.426 -22.677 9.881
N 3.575 -23.784 5.554
N 2.505 -21.246 6.765
N -2.078 -21.017 3.834
N 2.759 -21.563 3.793
N 5.852 -22.701 5.757
C -3.328 -21.545 4.382
C -0.444 -25.022 11.998
C 4.960 -21.422 3.263
C 5.350 -23.423 12.119
C 2.138 -26.314 7.641
C 1.470 -23.459 9.345
C 1.209 -19.510 7.796
C -2.979 -18.724 4.009
C -3.513 -19.113 6.385
C 2.857 -21.047 2.609
C 2.741 -25.768 5.087
C 2.155 -20.354 13.293
C 6.346 -23.739 6.493
C -0.823 -24.196 9.309
C -2.261 -19.726 3.148
C -1.905 -24.869 10.051
C 3.657 -20.157 8.366
C 2.582 -25.520 6.484
C 0.436 -23.963 10.018
C 1.135 -20.280 12.338
C 4.501 -20.986 7.685
C 1.231 -21.070 11.240
C 7.652 -23.410 6.806
C -2.933 -20.130 7.377
C 3.289 -21.080 13.084
C 2.343 -21.904 11.077
C 3.381 -24.674 4.534
C 1.703 -20.579 1.777
C 2.420 -20.322 7.761
C 0.617 -24.485 11.364
C -3.246 -22.070 5.884
C -1.611 -25.235 11.374
C 9.101 -21.308 6.262
C 4.198 -20.890 2.245
C 3.434 -21.885 11.935
C 7.826 -22.097 6.351
B 4.351 -22.432 5.549
H -1.725 -19.309 5.514
H 4.152 -20.822 13.750
H 1.588 -24.427 11.714
H 2.142 -19.690 14.165
H 1.914 -19.616 1.335
H -4.409 -19.460 5.955
H 1.462 -27.017 7.230
H 9.810 -21.796 6.882
H 3.741 -24.366 3.593
H -2.482 -25.576 11.745
H 6.018 -21.408 3.558
H 8.399 -24.079 7.213
H -2.860 -23.052 5.828
H 5.753 -24.619 6.800
H 5.545 -21.057 7.854
H 1.785 -23.555 8.261
H 1.448 -21.288 0.968
H -1.805 -21.618 3.080
H 0.342 -19.530 12.356
H 3.967 -19.478 9.151
H 2.471 -26.695 4.595
H -2.880 -25.160 9.541
H 9.538 -21.355 5.246
H 0.765 -19.453 8.767
H 8.993 -20.225 6.467
H 4.566 -20.348 1.351
H -2.723 -19.681 2.145
H -2.141 -21.913 7.586
H 2.915 -26.873 8.091
H -4.258 -22.091 6.267
H 1.464 -18.434 7.731
H 6.134 -22.916 12.732
H 3.194 -22.471 9.291
H -0.282 -25.477 12.910
H 1.611 -25.656 8.409
H -3.813 -20.257 8.139
H 0.533 -21.059 10.410
H -3.697 -22.414 3.832
H 6.039 -23.901 11.398
H -1.239 -19.332 3.065
H 4.718 -24.081 12.810
H -4.127 -20.818 4.380
H 0.470 -19.860 7.114
H -4.043 -18.928 4.054
H 0.831 -20.452 2.457
H -2.180 -19.605 7.982
H -2.832 -17.726 3.527
H -3.772 -18.232 6.962
*
```

Mulliken atomic charge list, values in e, 4 entries: Rb 0.467; O -0.329; O -0.190; N -1.207

***

(2)
Molecular formula: C36H48Cl40NO5
Method: DFT, the ωB97M-V functional and the def2-TZVPD basis

Properties
- HOMO-LUMO gap: 7.9 eV
- LUMO level: -3.45 eV
- HOMO: -11.37 eV

The geometry in ORCA input format:
```
! wB97M-V def2-TZVPD RIJCOSX def2/J DEFGRID3
* xyz 1 1
Cl 4.482 2.745 2.043
Cl -3.862 -3.209 4.280
Cl 7.241 -2.766 7.762
Cl -14.169 -2.067 -4.135
Cl -2.018 -5.153 3.183
Cl 7.901 3.185 -2.581
Cl -13.567 -2.740 -1.391
Cl 13.003 0.460 -4.236
Cl 10.321 -2.879 9.707
Cl -3.201 -5.586 5.785
Cl 0.502 -1.641 3.360
Cl 4.061 2.915 4.895
Cl 0.447 5.937 -0.701
Cl 8.231 -1.812 11.396
Cl 4.727 -2.573 6.364
Cl 7.009 5.773 -1.658
Cl 10.364 1.405 -4.940
Cl 2.145 -3.723 4.514
Cl -11.434 -2.535 -3.331
Cl 10.947 0.648 -2.213
Cl 12.105 3.051 -3.325
Cl 11.516 -3.606 7.138
Cl 10.954 -1.922 12.362
Cl -12.821 -0.153 -2.441
Cl 9.441 -4.361 12.026
Cl 6.532 3.871 3.745
Cl 5.855 3.369 -0.547
Cl 11.370 -4.612 4.430
Cl -0.614 4.933 1.793
Cl 5.983 1.036 3.824
Cl 6.278 -5.005 6.167
Cl 7.196 -2.562 4.873
Cl 2.186 4.774 1.292
Cl -1.225 -3.510 5.423
Cl 3.327 -1.185 3.772
Cl 9.097 -4.871 6.202
Cl 1.540 -1.346 6.046
Cl 5.256 4.131 -3.269
Cl 0.959 7.367 1.762
Cl 11.472 -6.456 6.653
O -9.098 0.529 -0.391
O -1.160 0.224 1.274
O -3.248 0.706 1.778
O 1.014 1.787 -2.295
O -1.097 2.453 0.888
N -2.130 -0.221 -1.438
C -2.577 -4.366 4.672
C 5.267 2.643 3.630
C 0.802 -5.420 -1.173
C -4.804 2.422 -1.894
C -2.522 0.245 1.019
C 0.742 5.767 1.039
C 2.885 3.108 -1.433
C 1.014 -3.203 -2.516
C -9.952 -0.507 -0.841
C 10.865 -4.889 6.104
C 0.221 -2.156 -3.381
C 1.881 -1.976 4.428
C 0.301 1.435 -3.473
C -1.188 -1.088 -1.394
C 9.738 -2.744 11.374
C -2.194 2.259 -2.220
C 11.606 1.391 -3.679
C 0.113 -4.079 -1.593
C -12.998 -1.874 -2.824
C 0.987 1.470 1.117
C 6.509 4.116 -2.014
C -3.387 2.723 -1.333
C -7.302 3.051 -1.411
C -0.783 0.337 -3.254
C -7.706 1.705 -2.062
C -0.544 1.450 1.068
C -5.826 3.125 -0.924
C -0.189 -0.915 -2.541
C 6.370 -3.226 6.294
C -2.154 0.754 -2.575
C -3.224 1.194 -4.873
C -3.087 -0.319 -0.305
C -7.841 0.537 -1.049
C -0.928 -2.803 -4.198
C -3.188 0.221 -3.646
C 1.888 2.884 -2.610
H 3.830 3.566 -1.790
H -3.311 3.827 -1.271
H -3.379 0.634 -5.808
H -10.756 -0.630 -0.092
H -5.072 1.351 -1.841
H -9.454 -1.494 -0.925
H -1.736 -3.191 -3.557
H -8.712 1.850 -2.500
H 0.698 -6.166 -1.978
H 1.715 -2.661 -1.851
H 3.161 2.156 -0.949
H -0.906 -0.029 -4.292
H -0.885 -4.303 -2.000
H 1.411 0.926 0.259
H -1.277 2.456 -1.627
H -3.354 2.361 -0.295
H -3.322 -1.382 -0.108
H -2.265 1.736 -4.985
H 1.015 1.030 -4.221
H -4.005 1.963 -4.783
H 1.341 1.013 2.054
H -2.130 2.874 -3.128
H -0.501 -3.624 -4.803
H -1.179 -1.825 -0.583
H 1.854 -5.280 -0.883
H -7.039 1.413 -2.893
H -4.191 0.051 -3.223
H -5.768 2.532 0.018
H 0.963 -1.793 -4.124
H 0.752 -0.669 -1.997
H -0.035 -3.519 -0.647
H -7.741 -0.423 -1.603
H 1.591 -3.859 -3.194
H -7.478 3.907 -2.090
H 2.474 3.803 -0.677
H -10.460 -0.254 -1.799
H -4.052 0.168 -0.502
H -7.963 3.184 -0.531
H -0.152 2.339 -3.933
H -7.041 0.530 -0.280
H 2.486 2.645 -3.508
H -4.966 2.852 -2.899
H -1.358 -2.065 -4.898
H -5.492 4.141 -0.653
H 0.249 -5.803 -0.294
H 1.359 2.503 1.081
H 1.329 3.836 -2.708
H -2.861 -0.750 -4.061
*
```

Mulliken atomic charge list, values in e, 4 entries: Cl 0.082; Cl -0.092; Cl 0.053; Cl -0.097

***

(3)
Molecular formula: C36H48F3IN3O4S3SiY
Method: DFT, the ωB97M-V functional and the def2-TZVPD basis

Properties
- HOMO-LUMO gap: 6.9 eV
- LUMO level: -0.84 eV
- HOMO: -7.73 eV
- ΔE to the lowest compared entry with this formula, charge and spin: 36.0 kJ/mol

The geometry in ORCA input format:
```
! wB97M-V def2-TZVPD RIJCOSX def2/J DEFGRID3
* xyz 0 1
I 4.492 0.420 1.005
Y 2.431 0.583 -1.007
S 4.272 0.969 -3.043
S 0.763 -1.083 -2.855
S 3.058 -2.261 -0.954
Si -0.043 1.241 0.773
F 4.420 1.022 -6.229
F 5.141 2.918 -5.462
F 3.790 2.874 -7.150
O -0.097 1.592 2.362
O -1.570 1.114 0.168
O 0.790 -0.035 0.312
O 0.799 2.484 0.003
N -0.870 -2.201 -1.101
N 1.120 -3.766 0.011
N 1.833 1.914 -2.955
C -2.712 1.985 0.148
C -2.656 -3.439 -3.221
C 0.170 4.516 1.253
C 2.091 -3.317 4.890
C 2.881 2.369 -5.039
C -2.925 2.653 1.500
C 1.465 -4.906 3.199
C 2.105 -4.142 2.229
C -3.923 1.114 -0.166
C 1.455 -4.495 4.527
C -0.763 1.402 4.623
C 1.482 -2.747 -0.764
C -3.028 -2.563 -2.202
C 2.088 -4.565 0.779
C 0.363 -2.020 -1.530
C 2.737 -2.553 3.925
C -2.518 3.006 -0.966
C -3.550 -4.388 -3.689
C -2.038 -1.545 -1.696
C 1.737 3.010 -5.460
C -0.279 -4.130 0.213
C 2.517 3.690 1.221
C 1.235 3.819 0.419
C 0.127 0.801 3.547
C 2.743 -2.959 2.600
C 1.483 4.604 -0.858
C 1.595 0.926 3.920
C -5.205 -3.600 -2.136
C -1.120 -2.891 0.159
C 2.929 1.803 -3.743
C -0.236 -0.657 3.294
C 4.067 2.288 -5.961
C -4.827 -4.470 -3.146
C 0.725 2.525 -3.380
C 0.624 3.096 -4.625
C -4.305 -2.650 -1.664
H -0.096 2.548 -2.671
H 3.329 3.289 0.615
H 0.439 -1.084 2.549
H 1.851 1.972 4.099
H 1.804 0.360 4.832
H -0.611 0.889 5.576
H -1.679 -0.909 -2.498
H 2.830 4.671 1.585
H -0.528 2.460 4.757
H 3.065 -4.443 0.324
H -2.470 -0.909 -0.926
H 0.529 5.514 1.507
H 1.707 3.445 -6.449
H -3.076 1.895 2.272
H 2.239 4.117 -1.475
H 3.248 -2.353 1.855
H -1.619 3.600 -0.801
H -3.254 -5.062 -4.484
H -0.362 -4.585 1.198
H -0.029 3.974 2.176
H 0.984 -5.838 2.920
H -4.600 -1.967 -0.874
H -5.527 -5.211 -3.514
H -3.375 3.680 -1.028
H -1.661 -3.367 -3.649
H -0.874 -2.214 0.979
H -2.074 3.263 1.796
H -0.137 -1.236 4.215
H -0.284 3.588 -4.940
H 1.787 -5.610 0.683
H 2.231 0.546 3.117
H -3.995 0.300 0.560
H 1.840 5.605 -0.611
H -4.839 1.705 -0.111
H -2.176 -3.147 0.206
H -2.415 2.488 -1.922
H -1.269 -0.736 2.942
H -6.200 -3.658 -1.711
H -0.595 -4.857 -0.540
H -3.812 3.289 1.460
H 2.093 -3.000 5.926
H 2.377 3.027 2.076
H -1.815 1.314 4.344
H 0.958 -5.099 5.275
H -3.854 0.693 -1.171
H -0.760 4.634 0.695
H 0.565 4.700 -1.442
H 3.245 -1.636 4.199
*
```

Mulliken atomic charge list, values in e, 4 entries: I -0.433; Y -1.114; S -0.496; S -0.254

***

no.,molar mass (g/mol),calculated total energy (Ha)
1,777.14,-2256.817647
2,1992.90,-20238.714900
3,983.89,-3985.996746